This record from the OMol25 dataset describes 2 unconnected molecules or ions with the total composition C5H10BrNO6 at a distorted geometry. The level of theory is ωB97M-V with the def2-TZVPD basis set.

```
23
Properties=species:S:1:pos:R:3:forces:R:3:nbo_charge:R:1
C -1.275866 -0.300792 -0.817345 -1.2 -1.0 0.6 -0.510
C -2.766177 -0.597734 -0.468837 -2.1 -0.8 -1.7 -0.093
C 2.371633 -0.270165 1.051311 -1.1 -1.2 0.4 -0.148
C -0.337412 -0.943937 0.138764 3.1 2.5 0.2 -0.060
C 1.336230 0.248867 0.000800 -1.8 -0.4 2.5 0.652
N -0.456026 -0.695624 1.539795 1.0 -0.3 2.4 0.446
O -0.985895 0.371561 1.848048 -0.3 -0.7 0.0 -0.410
O 0.157948 -1.429926 2.360296 -1.7 1.3 -1.5 -0.405
O -3.365653 0.525013 0.068231 0.1 1.5 2.3 -0.721
O 3.538529 0.439175 0.763665 3.2 -1.1 -0.1 -0.732
O 1.616187 0.173309 -1.291958 0.6 -0.7 -1.5 -0.724
O 0.962423 1.513260 0.374079 -0.4 -0.3 0.3 -0.693
Br 0.215788 -2.648408 -0.226342 0.2 -1.6 -0.5 0.149
H -1.261136 0.815127 -0.704708 0.3 -1.0 -0.9 0.230
H -0.925871 -0.805033 -1.736412 -0.6 1.2 -0.2 0.264
H -3.521051 -0.759984 -1.285215 1.6 0.1 -0.6 0.201
H -3.086927 -1.508019 0.064126 1.3 0.0 0.7 0.181
H 2.514960 -1.393770 0.875631 -0.3 1.5 0.4 0.196
H 2.023057 -0.051833 2.137396 0.4 -0.5 -2.0 0.216
H -2.956803 0.718327 0.946678 -0.4 -0.2 -0.9 0.479
H 4.362707 -0.166275 0.876912 -2.3 1.6 -0.2 0.487
H 2.483141 0.586160 -1.455353 -0.2 -0.1 0.1 0.509
H 0.115819 1.762205 -0.036929 0.4 0.0 -0.1 0.487
```
Forces are in eV/Å.

Output
- energy above the lowest of the compared OMol25 structures with the same formula, charge and spin (kcal per mole) = 33.4
- Kohn-Sham gap (eV) = 9.13
- LUMO level (eV) = -0.39
- maximum force (eV/Å) = 4.0